A cluster of 8 separate species, C31H55F6N8O14P in total in a non-equilibrium geometry. Source: the Open Molecules 2025 dataset; level of theory: ωB97M-V with the def2-TZVPD basis set.

Results
E_tot = -3645.830855 Ha
Maximum force = 0.185 hartree/bohr
SMILES string = O=C(O)C(F)(F)C(F)(F)C(F)(F)C(=O)O[P@](=O)(O)Oc1ccccn1.CNC(C)=O.CNC(C)=O.CNC(C)=O.CNC(C)=O.CNC(C)=O.CNC(C)=O.CNC(C)=O
Kohn-Sham gap = 6.42 eV

ORCA input file:
```
! wB97M-V def2-TZVPD RIJCOSX def2/J DEFGRID3
* xyz 0 1
O 1.660 5.381 4.646
C 0.537 4.781 4.204
O -0.750 5.489 4.388
C 0.676 3.305 3.430
F -0.414 2.460 4.016
F 2.020 2.785 3.770
C 0.429 3.614 1.839
F -1.067 3.745 1.671
F 0.991 4.953 1.549
C 0.899 2.423 0.816
F 0.412 2.812 -0.552
F 0.293 1.135 1.227
C 2.519 2.209 0.693
O 2.930 1.030 0.146
O 3.565 3.134 1.155
P 4.169 4.006 -0.227
O 3.152 5.213 -0.500
O 4.226 3.079 -1.709
O 5.746 4.684 0.230
C 5.411 6.113 0.523
C 5.616 7.284 -0.587
C 5.253 8.893 -0.399
C 4.649 9.187 1.134
C 4.519 7.879 2.096
N 4.875 6.449 1.872
H -0.685 6.432 3.999
H 3.714 3.638 -2.393
H 6.039 6.950 -1.648
H 5.379 9.714 -1.222
H 4.315 10.285 1.456
H 4.055 8.114 3.173
C 0.183 -1.237 -1.069
N 0.310 -0.174 -2.037
C -0.096 -0.163 -3.338
C -0.766 -1.394 -3.882
O 0.093 0.837 -4.029
H -0.399 -0.859 -0.225
H 1.185 -1.502 -0.724
H -0.306 -2.121 -1.482
H 0.752 0.691 -1.747
H -1.031 -1.232 -4.931
H -0.086 -2.247 -3.826
H -1.683 -1.599 -3.323
C 4.960 -1.289 -0.670
N 5.730 -0.205 -0.109
C 7.085 -0.073 -0.052
C 7.930 -1.171 -0.636
O 7.581 0.926 0.467
H 4.319 -0.878 -1.455
H 4.334 -1.706 0.122
H 5.589 -2.075 -1.089
H 5.232 0.575 0.305
H 8.988 -0.921 -0.515
H 7.735 -2.111 -0.114
H 7.720 -1.277 -1.704
C -6.580 4.289 0.442
N -5.810 5.373 1.004
C -4.454 5.506 1.061
C -3.610 4.408 0.476
O -3.959 6.504 1.580
H -7.221 4.700 -0.342
H -7.206 3.873 1.235
H -5.950 3.503 0.024
H -6.307 6.153 1.418
H -2.552 4.657 0.597
H -3.804 3.467 0.999
H -3.819 4.302 -0.591
C -1.839 -6.236 -0.054
N -1.712 -5.173 -1.022
C -2.117 -5.161 -2.323
C -2.788 -6.393 -2.867
O -1.929 -4.162 -3.014
H -2.420 -5.858 0.790
H -0.836 -6.501 0.291
H -2.327 -7.119 -0.467
H -1.270 -4.308 -0.731
H -3.053 -6.231 -3.915
H -2.107 -7.246 -2.810
H -3.705 -6.598 -2.307
C -2.552 -11.193 1.579
N -2.425 -10.130 0.612
C -2.831 -10.119 -0.690
C -3.502 -11.350 -1.233
O -2.643 -9.119 -1.380
H -3.134 -10.815 2.424
H -1.550 -11.458 1.925
H -3.041 -12.077 1.167
H -1.983 -9.265 0.902
H -3.766 -11.188 -2.282
H -2.821 -12.203 -1.177
H -4.418 -11.555 -0.674
C -7.011 -11.052 -6.168
N -6.386 -11.432 -4.923
C -6.573 -10.895 -3.685
C -7.545 -9.756 -3.546
O -5.953 -11.344 -2.723
H -7.539 -11.924 -6.562
H -6.223 -10.763 -6.868
H -7.712 -10.225 -6.046
H -5.717 -12.194 -4.934
H -7.585 -9.436 -2.501
H -7.219 -8.908 -4.154
H -8.545 -10.079 -3.846
C 4.105 11.121 6.712
N 4.650 10.879 5.398
C 4.142 11.254 4.190
C 2.849 12.022 4.172
O 4.741 10.962 3.157
H 4.845 11.684 7.287
H 3.938 10.154 7.193
H 3.168 11.679 6.678
H 5.522 10.366 5.325
H 2.574 12.249 3.139
H 2.052 11.422 4.618
H 2.966 12.965 4.713
*
```

Atom charges from the Löwdin analysis, given in e for atoms 1 to 5: 0.03, -0.17, 0.02, -0.10, 0.02